{"formula": "C2H2F2S", "method": "ωB97M-V/def2-TZVPD", "species": ["S", "F", "F", "C", "C", "H", "H"], "coordinates": [[0.9160, -1.4885, -1.2248], [1.7076, 0.0814, 0.5693], [-1.5961, -0.3586, -0.3022], [0.7382, -0.3637, -0.1582], [-0.5457, 0.2648, 0.1960], [-0.5150, 0.4294, 1.3453], [-0.7050, 1.4351, -0.4254]], "forces_ev_per_a": [[0.3870, -1.3718, -1.3179], [1.4450, 1.0148, 1.2113], [-1.3602, -1.4986, 0.1345], [-1.2401, -0.1883, -0.5647], [0.1563, 5.3181, 0.0930], [-0.6809, -0.2646, -1.8176], [1.2929, -3.0097, 2.2614]], "mulliken_charge": [-0.2530, -0.1888, -0.2204, 0.3630, -0.1247, 0.2320, 0.1919], "e_lumo_ha": -0.0105, "gap_ev": 9.34, "homo_ev": -9.627, "smiles": "FCC(F)=S"}